C7H17NO | ωB97M-V/def2-TZVPD

Results
- Frontier orbital gap: 0.336 Ha
- Relative energy (zero: lowest compared OMol25 entry of this formula, charge and spin): 476.8 kJ/mol
- SMILES string: CCN(C)C(C)=O.CC

Last column: natural (NBO) charge in e.
Geometry (Å):
1 O -0.54 -1.21 -0.84  -0.5316
2 N -1.24 -0.34 1.20  -0.5427
3 C -0.39 -1.38 0.32  0.7293
4 C 2.60 1.11 -1.77  -0.6104
5 C -2.67 -0.89 1.21  -0.4152
6 C -0.39 1.77 1.67  -0.6531
7 C -1.10 0.96 0.45  -0.2498
8 C 2.57 1.36 -3.25  -0.6146
9 C 0.53 -1.95 1.33  -0.7412
10 H 1.68 1.39 -1.18  0.1999
11 H 1.69 1.02 -3.80  0.2091
12 H 2.49 2.43 -3.53  0.2038
13 H 1.56 -1.55 0.94  0.2532
14 H -0.49 1.33 2.65  0.2240
15 H 0.36 -1.44 2.27  0.2615
16 H 2.76 0.08 -1.46  0.2041
17 H -0.46 1.07 -0.40  0.2101
18 H -0.88 2.82 1.64  0.2169
19 H -2.60 -1.91 1.55  0.2041
20 H -2.81 -1.03 -0.08  0.1633
21 H -3.27 -0.13 1.63  0.2122
22 H 3.37 1.73 -1.31  0.2036
23 H -2.07 1.26 0.04  0.1898
24 H 0.53 -3.04 1.47  0.2482
25 H 3.45 0.98 -3.70  0.2048
26 H 0.68 1.48 1.81  0.2207

---

C6H11NO | ωB97M-V/def2-TZVPD

Results
- Frontier orbital gap: 0.299 Ha
- Relative energy (zero: lowest compared OMol25 entry of this formula, charge and spin): 364.4 kJ/mol
- SMILES string: C=C(C)C.NC=C=O

Last column: natural (NBO) charge in e.
Geometry (Å):
1 O -1.07 0.08 1.88  -0.4863
2 N 1.73 2.33 1.37  -0.8207
3 C 0.07 0.13 -1.62  -0.6585
4 C -0.49 -0.98 -0.93  0.0381
5 C -1.97 -0.91 -0.62  -0.6587
6 C 1.14 1.23 1.92  -0.3090
7 C -0.12 0.78 1.95  0.6162
8 C 0.23 -2.04 -0.55  -0.4337
9 H 2.72 2.37 1.50  0.3849
10 H -2.56 -0.36 -1.42  0.2057
11 H -2.21 -1.98 -0.49  0.2194
12 H -0.40 1.05 -1.42  0.2136
13 H 0.00 -0.09 -2.77  0.2206
14 H 1.21 -2.24 -0.97  0.1883
15 H 1.13 0.07 -1.57  0.2239
16 H 1.41 2.74 0.55  0.3810
17 H -0.23 -2.85 -0.04  0.1900
18 H -2.17 -0.33 0.30  0.2458
19 H 1.57 1.00 2.91  0.2394

---

C8H13N4 | ωB97M-V/def2-TZVPD

Results
- Frontier orbital gap: 0.351 Ha
- Relative energy (zero: lowest compared OMol25 entry of this formula, charge and spin): 342.0 kJ/mol
- SMILES string: C/N=C/N=C\[C@@]1(C)C=[NH+]C(C)=N1
- Total charge: +1

Last column: natural (NBO) charge in e.
Geometry (Å):
1 N -1.77 0.64 0.15  -0.3910
2 N -1.75 -1.43 1.02  -0.4327
3 N 1.48 -0.63 0.72  -0.3859
4 N 0.83 1.04 -0.71  -0.5655
5 C 1.65 0.57 0.48  0.4602
6 C 0.38 -1.16 -0.14  -0.0902
7 C 0.80 -2.33 -1.10  -0.5887
8 C -2.39 -0.38 0.55  0.2915
9 C 2.62 1.37 1.22  -0.7096
10 C -0.59 -1.77 0.80  0.2609
11 C 0.04 0.04 -0.95  0.3095
12 C -2.33 1.92 -0.35  -0.4285
13 H -2.18 1.81 -1.41  0.2096
14 H -3.42 1.98 -0.15  0.2308
15 H 2.68 2.44 1.17  0.2545
16 H 3.61 0.96 1.10  0.2750
17 H -3.40 -0.36 0.90  0.1896
18 H 1.36 -2.98 -0.55  0.2437
19 H 0.64 1.98 -1.07  0.4452
20 H 1.46 -2.05 -1.87  0.2315
21 H -0.10 -2.53 1.47  0.2275
22 H -0.24 -0.18 -1.95  0.2349
23 H 2.43 1.05 2.27  0.2760
24 H -0.11 -2.74 -1.59  0.2343
25 H -1.69 2.71 -0.02  0.2176

---

C5H10N2O3S | ωB97M-V/def2-TZVPD

Results
- Frontier orbital gap: 0.269 Ha
- Relative energy (zero: lowest compared OMol25 entry of this formula, charge and spin): 564.0 kJ/mol

Last column: natural (NBO) charge in e.
Geometry (Å):
1 S -2.77 -0.40 0.04  2.2748
2 O -3.13 -1.75 -0.36  -0.9043
3 O -3.10 -0.33 1.66  -0.8637
4 O -3.47 0.73 -0.55  -0.9491
5 N 2.05 -1.19 0.22  -0.4215
6 N -0.35 0.90 -0.41  -0.1869
7 C -1.02 -0.21 -0.18  -0.4338
8 C 2.06 0.01 -0.19  0.0422
9 C 3.27 -1.93 0.27  -0.4372
10 C -1.10 2.05 -0.42  -0.4516
11 C 1.02 0.92 -0.52  -0.1053
12 H 1.24 2.04 -0.71  0.1966
13 H 3.47 -2.40 1.27  0.2088
14 H -2.05 1.97 -0.91  0.2904
15 H -0.39 2.96 -0.55  0.2156
16 H 3.11 -2.83 -0.40  0.2092
17 H -1.57 2.07 0.49  0.2295
18 H 3.09 0.51 -0.31  0.1542
19 H -0.46 -1.08 0.03  0.2584
20 H 4.16 -1.53 -0.10  0.1781
21 H -4.06 -0.49 1.64  0.4954

---

Lowest unoccupied orbital energy? In order: 0.78; 0.50; -4.24; -0.80 eV.